(1)
Here is a cluster of 2 separate species, C32H30BF6NO2S in total in a non-equilibrium geometry from OMol25. Energies are from wB97M-V/def2-TZVPD.

Strongest force on any atom: 4.7 eV/Å
LUMO energy: -2.853 eV
Energy relative to the best compared isomer or geometry (same formula, charge and spin): 1.6 kcal/mol
Electronic energy: -67072.413 eV
Orbital gap: 0.1414 hartree

```
! RIJCOSX wB97M-V def2-TZVPD def2/J DEFGRID3
* xyz 0 1
C -2.08 -2.50 3.71
H 2.08 3.55 4.23
H 0.00 1.16 2.72
H 2.86 2.48 5.43
N -1.64 -1.73 2.61
F 2.66 -5.77 -0.36
C -2.62 -3.71 3.24
H 2.51 -0.07 5.15
H -1.84 1.51 2.24
F 1.34 -5.56 1.38
O 1.68 1.27 1.66
C -2.43 -3.74 1.82
H 8.09 -0.19 1.03
H -1.24 -0.08 3.68
H 3.32 2.39 3.69
H 2.99 -2.71 2.00
H -0.45 0.99 5.16
C 2.51 2.56 4.40
C 1.43 1.54 4.16
H 8.24 1.47 0.43
C -1.85 -2.51 1.45
C 0.91 1.76 2.71
F 3.47 -5.01 1.52
F 1.16 -1.23 -3.47
C -3.08 -2.86 5.84
C 2.39 -2.51 1.12
F -0.65 -0.77 -2.35
H -2.87 -4.97 -1.32
C 3.85 0.58 1.29
C -2.08 -3.04 -0.84
H -0.19 2.71 5.04
C -2.85 -4.63 0.83
C -2.28 -2.05 5.01
C 2.04 -1.21 0.80
H 1.03 -4.18 -1.51
B 2.41 0.02 1.80
C 2.03 -3.56 0.29
H -1.18 -1.18 -0.08
H -3.80 -5.42 3.63
C 1.88 0.06 4.25
H 1.00 -0.60 4.32
H -2.01 -2.76 -1.89
C -2.61 -4.29 -0.51
H 3.43 1.89 -0.41
C -1.68 -2.12 0.14
H 6.05 2.22 -0.65
H -1.19 0.69 0.81
C 0.32 1.76 5.18
C 2.38 -4.96 0.70
C -1.83 0.55 1.70
H -3.28 -2.51 6.85
C -3.38 -4.52 4.07
H -3.38 -5.54 1.13
H -2.87 0.36 1.43
C 6.32 0.96 1.08
C 0.33 -1.73 -2.52
C 1.37 -0.98 -0.39
S 5.27 0.15 2.20
H 1.14 0.03 -0.70
C 1.35 -3.34 -0.89
H 8.10 1.16 2.17
C 5.58 1.62 0.12
C -1.25 -0.44 2.65
H -1.79 -1.14 5.36
C 1.04 -2.04 -1.23
O 2.65 -0.42 3.15
C 4.16 1.43 0.25
H 0.72 1.77 6.19
C 7.78 0.84 1.19
F -0.28 -2.82 -3.09
C -3.61 -4.08 5.39
H -4.22 -4.69 6.06
H 0.65 2.82 2.54
*
```

Here are the Löwdin charges for atoms 1 to 5, given in e: number 1, C, carries -0.124; number 2, H, carries 0.094; number 3, H, carries 0.050; number 4, H, carries 0.091; number 5, N, carries 0.084



(2)
Here is a cluster of 2 separate species, C32H30F6N3S in total in a non-equilibrium geometry from OMol25. Energies are from wB97M-V/def2-TZVPD.

Strongest force on any atom: 2.3 eV/Å
LUMO energy: -5.610 eV
Energy relative to the best compared isomer or geometry (same formula, charge and spin): 24.6 kcal/mol
Electronic energy: -65273.832 eV
Orbital gap: 0.1928 hartree

```
! RIJCOSX wB97M-V def2-TZVPD def2/J DEFGRID3
* xyz 1 1
H 7.73 -2.65 0.24
C 9.66 -6.20 -3.81
H 4.42 -3.57 4.98
C 3.57 -4.22 4.73
H 8.23 -5.08 -2.71
C -1.18 -3.63 1.41
C 4.57 -0.80 0.61
H 6.07 -3.09 -0.22
C -0.34 -3.84 0.32
H -1.39 -2.85 3.41
F -2.91 -4.88 2.45
H 9.79 -5.37 -1.84
C 4.23 0.35 -1.46
H 4.80 -6.57 -1.18
C 6.81 -3.14 0.59
C 2.92 -0.13 -1.53
N 5.96 -5.48 0.93
H 2.12 -5.79 2.06
F 4.02 2.47 -2.50
H 7.04 -8.74 0.89
F 4.51 0.75 -3.79
H 8.34 -5.62 2.44
F -3.47 -3.00 1.43
H 8.68 -3.88 2.26
H 1.64 -3.60 -0.46
C 4.71 -5.22 1.41
H 0.99 -2.19 3.58
C 5.22 -7.35 -0.53
C 2.28 -5.45 3.09
C 3.39 -4.64 3.39
H 0.41 -6.28 3.78
C 2.69 -4.64 5.73
C 7.57 -6.34 -0.45
C 4.33 -4.26 2.33
C 5.06 0.01 -0.40
C 6.33 -6.78 0.35
H 1.42 -1.30 -0.62
N 10.12 -6.56 -4.82
S 8.31 -7.31 -1.68
H 6.08 0.38 -0.36
H 3.99 -5.98 1.12
H 5.19 -0.99 1.49
F 6.03 1.58 -2.44
C 2.45 -0.97 -0.55
F -2.93 -4.78 0.26
C 0.62 -2.63 2.66
C -2.61 -4.07 1.38
H 7.20 -4.41 3.10
C 1.33 -5.76 4.07
H 7.67 -7.45 1.94
C -0.71 -3.01 2.57
C 0.98 -3.43 0.39
C 4.71 1.28 -2.54
H 5.63 -8.15 -1.17
C 3.28 -1.40 0.54
H 5.97 -7.99 2.11
C 9.04 -5.80 -2.53
C 1.57 -5.41 5.41
N 8.00 -5.17 -0.14
H 3.28 -2.11 2.57
H 6.45 -2.61 1.47
C 2.85 -2.29 1.58
H -0.73 -4.31 -0.58
H 4.44 -7.79 0.10
H 2.87 -4.35 6.77
C 7.13 -4.59 0.94
C 1.49 -2.79 1.55
C 7.88 -4.64 2.27
C 6.78 -7.80 1.40
H 2.28 0.18 -2.36
H 5.02 -3.44 2.55
H 0.87 -5.73 6.18
*
```

Here are the Löwdin charges for atoms 1 to 5, given in e: number 1, H, carries 0.106; number 2, C, carries -0.275; number 3, H, carries 0.116; number 4, C, carries -0.033; number 5, H, carries 0.089



(3)
Here is a structure of composition C32H30N3O2SeY from OMol25. Energies are from wB97M-V/def2-TZVPD.

Strongest force on any atom: 0.4 eV/Å
LUMO energy: -6.613 eV
Electronic energy: -108616.000 eV
Orbital gap: 0.2536 hartree

```
! RIJCOSX wB97M-V def2-TZVPD def2/J DEFGRID3
* xyz 2 1
H 2.12 -4.46 0.84
C 1.34 -5.22 0.92
H -0.97 -6.48 0.89
C -1.91 -5.81 -0.90
C -0.65 2.28 -2.57
H 1.38 2.96 -2.23
H -0.92 3.11 -3.21
C 2.77 -1.88 4.55
C -2.44 -1.07 3.98
H -4.39 -2.52 -0.90
C -1.58 1.30 -2.25
C 3.19 -2.07 2.19
H -2.60 1.35 -2.62
C 2.84 -2.66 3.40
C -1.18 0.26 -1.44
C 0.26 -5.05 -0.11
H 1.86 -6.18 0.76
C 0.94 1.11 -1.24
C 3.73 -0.16 0.72
C -3.10 -6.72 -0.76
C -0.89 -5.82 0.04
H 0.94 -5.24 1.93
O 3.13 1.82 -0.43
C 3.48 -0.70 2.12
C -2.63 -2.50 0.43
C 3.05 -0.52 4.48
C -0.68 -4.14 -2.18
H 3.36 -2.69 1.31
H 0.23 -3.58 -4.04
H -0.97 -1.56 5.46
H -0.82 -3.81 1.82
C 2.22 0.88 -0.54
H 4.09 1.93 1.39
C -0.73 -2.72 3.67
H -3.49 -6.72 0.26
H -2.82 -7.75 -0.99
H -0.40 -2.23 -3.14
H 0.10 -3.30 4.06
H -4.60 -1.46 0.51
C -2.32 -2.27 1.90
H 2.52 -2.33 5.50
C -2.05 -0.81 -0.91
C 3.39 0.07 3.26
C -1.79 -4.95 -2.00
C 0.38 -4.20 -1.23
H -1.52 -3.33 -3.97
H -2.93 -0.33 4.60
N 0.06 0.15 -0.96
C -0.59 -3.27 -3.40
Y 0.78 -1.93 0.30
C 4.14 1.31 0.50
H 3.61 1.13 3.24
H -3.78 -0.76 2.35
C -2.93 -1.32 2.70
N 2.43 -0.24 0.03
H -3.90 -6.44 -1.44
H 5.11 1.42 0.03
C -3.88 -1.86 -0.20
Se 2.01 -3.20 -1.61
C -1.34 -1.76 4.46
H 3.01 0.08 5.37
C 0.64 2.20 -2.04
H 4.43 -0.83 0.21
N -1.53 -1.78 -0.26
O -3.36 -0.72 -0.96
H -2.57 -4.93 -2.74
H -2.57 -3.56 0.19
H 2.67 -3.72 3.45
C -1.21 -2.98 2.40
*
```

Here are the natural (NBO) charges for atoms 1 to 5, given in e: number 1, H, carries 0.215; number 2, C, carries -0.672; number 3, H, carries 0.228; number 4, C, carries 0.048; number 5, C, carries -0.109



(4)
Here is a structure of composition C32H31AsCuIN2O4 from OMol25. Energies are from wB97M-V/def2-TZVPD.

Strongest force on any atom: 0.2 eV/Å
LUMO energy (spin up / spin down): 2.088 / 2.088 eV
Energy relative to the best compared isomer or geometry (same formula, charge and spin): 0.0 kcal/mol
Electronic energy: -158440.175 eV
Orbital gap (spin up / spin down): 0.2622 / 0.2607 hartree

```
! RIJCOSX wB97M-V def2-TZVPD def2/J DEFGRID3
* xyz -1 2
H -3.15 -2.85 -0.39
C -1.48 3.72 0.63
C -0.83 -1.01 5.88
H -1.31 -3.57 3.36
H -2.09 -7.45 -0.76
O 1.12 0.50 2.56
C 0.01 0.12 -1.68
C -0.39 -6.55 -1.72
H 2.34 2.45 -4.99
H -2.56 0.03 5.18
C 0.47 0.06 3.57
C 3.65 4.43 -2.56
C 2.40 4.61 -2.03
H -3.16 2.68 1.56
H 0.67 -3.45 0.82
C 1.44 2.37 -4.40
I 0.71 4.93 -5.82
C 1.86 3.75 -1.06
N -0.13 3.34 0.25
H -1.29 -4.63 1.93
H -1.73 2.15 -2.21
C -1.49 -4.10 -0.91
H 5.39 3.15 -2.51
C -2.22 2.45 1.05
C -0.86 2.21 -2.85
C -2.12 -5.31 -0.61
C 0.48 -2.41 1.08
C 0.52 4.02 -0.62
H 4.04 5.10 -3.31
H -1.32 -1.42 6.75
C 3.91 2.47 -1.16
C -0.30 -4.14 -1.63
H -3.05 -5.30 -0.05
H 0.03 4.88 -1.08
H -1.50 3.99 -3.87
C -1.75 -3.74 2.38
H 0.19 -3.20 -1.87
H 2.02 0.55 -3.40
H 0.85 -1.75 0.30
C 4.40 3.33 -2.10
C -1.72 1.14 2.99
H 0.98 -2.19 2.02
Cu 0.49 1.66 1.12
H -2.41 1.82 0.18
C 0.44 3.32 -4.52
As -1.44 -2.12 1.30
C 2.62 2.64 -0.58
C -1.58 -6.52 -1.01
C -1.51 -0.20 5.01
O 0.54 -0.96 -1.98
H 1.07 -1.95 6.28
H 4.49 1.62 -0.81
O -0.63 0.41 -0.63
C -0.90 0.35 3.86
C -0.72 3.24 -3.76
C 0.51 -1.30 5.61
O 2.22 1.79 0.30
C 1.27 1.32 -3.51
C 0.13 1.24 -2.71
H 1.17 -5.36 -2.59
C 0.25 -5.35 -2.03
H 2.18 -1.02 4.29
H -2.00 4.22 -0.19
C -2.06 -2.80 -0.46
C 1.14 -0.79 4.50
H -1.43 4.40 1.48
H 1.78 5.44 -2.38
H -2.82 -3.92 2.51
H -1.78 -2.00 -1.15
H 0.04 -7.49 -2.03
N -1.32 1.70 1.92
H -2.77 1.25 3.27
*
```

Here are the Löwdin charges for atoms 1 to 5, given in e: number 1, H, carries 0.061; number 2, C, carries -0.185; number 3, C, carries -0.126; number 4, H, carries 0.003; number 5, H, carries 0.091



(5)
Here is a structure of composition C32H31AsF7N7O9S2V from OMol25. Energies are from wB97M-V/def2-TZVPD.

Strongest force on any atom: 0.9 eV/Å
LUMO energy (spin up / spin down): -0.181 / -0.182 eV
Energy relative to the best compared isomer or geometry (same formula, charge and spin): 73.9 kcal/mol
Electronic energy: -189766.823 eV
Orbital gap (spin up / spin down): 0.1375 / 0.1376 hartree

```
! RIJCOSX wB97M-V def2-TZVPD def2/J DEFGRID3
* xyz -1 3
H 0.17 -2.03 3.24
H 2.88 1.08 -0.02
H -3.34 -3.90 -1.03
H -2.85 -6.36 6.21
C 0.66 -2.07 -2.85
S -5.44 1.03 0.25
N 1.05 2.01 0.00
H -1.07 -7.58 3.88
H -0.89 -4.62 6.79
H 0.35 5.28 0.16
C 2.34 4.43 0.11
C -1.15 -5.03 4.15
H -5.41 -6.33 -0.39
V -0.12 0.24 0.15
F 4.43 -1.09 1.05
N -0.09 1.13 3.27
H -5.05 -4.88 2.33
C -4.89 -5.74 1.69
H 0.44 -5.77 6.64
H -5.18 -6.69 2.11
N -2.99 1.77 0.26
F 2.05 -1.56 1.49
C -1.99 -5.27 3.07
C -1.29 -3.17 2.12
O 0.59 0.84 2.21
H -3.16 -6.62 0.61
O 0.20 0.55 4.31
O -0.78 -1.10 1.28
H -1.68 -9.02 6.24
C 2.38 2.04 0.02
H -5.38 3.23 1.23
S -3.50 -0.15 2.19
C -2.07 -8.13 5.74
C -1.38 -2.18 1.07
N -2.83 -4.53 0.89
F 3.60 -1.15 3.38
C -2.15 -1.53 -1.31
C -0.98 -7.38 4.94
C 0.95 4.38 0.12
C 3.06 3.25 0.08
C -2.08 -2.48 -0.12
C 0.20 -4.42 -2.51
As 3.58 -2.25 2.04
C -0.37 -3.87 4.18
C 0.62 -3.19 -2.00
O -1.46 -0.45 -1.23
F 3.54 -3.37 0.71
H -7.02 2.55 1.15
N -1.13 -5.97 5.22
H 0.01 -7.72 5.27
H -1.71 -6.12 8.43
F 0.49 -3.71 5.21
N -1.61 1.78 0.34
C -1.12 2.96 0.21
C -0.16 -3.44 -4.68
C -0.19 -4.54 -3.83
O -2.85 -1.86 -2.25
F 5.08 -2.96 2.58
H -0.51 -5.51 -4.21
C -5.04 -5.52 0.21
H -3.28 -7.51 7.37
H -2.62 -6.15 3.05
H -0.49 -3.52 -5.70
O -1.01 1.94 3.19
H 0.25 -1.33 -4.78
C -3.68 -5.69 0.80
H 1.32 -2.31 -0.46
H -2.94 -8.40 5.14
C -3.72 0.90 0.89
C -0.44 -2.93 3.20
H 2.84 5.38 0.13
O 1.00 0.26 -3.15
C -5.98 2.33 1.37
H 0.18 -5.27 -1.84
C -1.35 -6.62 7.52
O 0.95 -3.18 -0.70
C 0.34 3.14 0.10
C 0.25 -2.22 -4.17
O 1.22 -0.56 -1.09
H 4.14 3.25 0.11
C -2.77 -3.65 -0.15
H -5.33 -4.53 -0.11
N -2.53 -7.16 6.78
H -0.72 -7.46 7.80
H -5.90 1.99 2.40
H -1.78 3.82 0.22
F 2.67 -3.40 3.01
C -0.64 -5.65 6.54
C -2.04 -4.34 2.02
C 0.98 -0.68 -2.38
*
```

Here are the Löwdin charges for atoms 1 to 5, given in e: number 1, H, carries 0.140; number 2, H, carries 0.124; number 3, H, carries 0.148; number 4, H, carries 0.182; number 5, C, carries -0.062



(6)
Here is a structure of composition C32H31AuN2O3S3Sb2 from OMol25. Energies are from wB97M-V/def2-TZVPD.

Strongest force on any atom: 0.6 eV/Å
LUMO energy (spin up / spin down): 0.106 / -2.714 eV
Energy relative to the best compared isomer or geometry (same formula, charge and spin): 21.8 kcal/mol
Electronic energy: -92078.952 eV
Orbital gap (spin up / spin down): 0.3127 / 0.2105 hartree

```
! RIJCOSX wB97M-V def2-TZVPD def2/J DEFGRID3
* xyz 0 3
C 1.93 5.41 -1.80
H -6.06 -0.83 1.98
C 0.61 5.83 -1.80
S -1.97 -2.34 -2.18
C 1.32 3.44 -0.55
O -2.69 -4.90 -1.30
N -5.57 -0.81 -2.70
C -6.72 -1.42 -2.40
C 0.45 -3.83 1.52
S -3.23 0.17 -1.99
N -5.08 -0.68 -0.37
C 0.93 0.46 -1.26
C 0.00 3.88 -0.55
S -3.38 -3.65 -1.14
C 0.33 1.34 1.72
H 2.69 6.01 -2.29
C 5.11 0.36 -1.43
C 5.93 1.40 -1.01
C 4.75 -0.67 -0.56
H -0.77 3.28 -0.06
C 0.49 1.84 3.01
C -6.50 -1.60 1.35
H 7.05 2.23 0.61
C -0.84 0.64 1.43
C 2.29 -1.74 1.60
C 0.53 -3.01 2.66
Sb 1.92 1.57 0.30
H -1.00 0.24 0.44
H 2.69 0.84 -2.46
H 0.06 1.07 -1.51
H -1.39 5.39 -1.16
O -4.65 -3.51 -1.79
H -0.12 -3.20 3.50
H -2.39 0.79 4.42
H -6.01 -2.55 1.60
H 0.56 -0.48 -0.86
C 5.30 -0.67 0.71
C -0.35 5.06 -1.17
H 6.18 2.19 -1.70
C 1.81 0.19 -2.47
C -7.08 -1.71 -1.11
C 6.12 0.37 1.14
C 1.44 -1.98 2.70
H 1.51 -1.35 3.57
C -6.23 -1.31 -0.08
H 3.32 3.91 -1.17
C -0.49 1.65 3.97
C -1.64 0.94 3.67
Au -0.75 -2.81 -0.11
C -1.81 0.43 2.39
H 1.39 2.38 3.27
H -2.70 -0.13 2.13
H -8.00 -2.23 -0.89
H 0.34 6.76 -2.28
H 1.39 -4.33 -0.36
C -4.82 -0.52 -1.65
H 3.00 -0.92 1.68
H -0.34 2.05 4.97
H 2.59 -1.50 -3.58
H 5.10 -1.48 1.40
H -7.56 -1.69 1.56
H 1.28 0.46 -3.39
H 1.30 -1.90 -2.51
C 6.42 1.41 0.28
H 4.74 0.36 -2.45
H 6.52 0.36 2.14
H -0.13 -4.74 1.55
Sb 3.55 -2.30 -1.25
C 2.20 -1.28 -2.59
C 2.23 -2.50 0.46
H -7.34 -1.71 -3.24
O -3.30 -3.07 0.19
C 1.30 -3.58 0.42
C 2.28 4.22 -1.17
*
```

Here are the Löwdin charges for atoms 1 to 5, given in e: number 1, C, carries -0.096; number 2, H, carries 0.082; number 3, C, carries -0.093; number 4, S, carries 0.362; number 5, C, carries -0.399